No. 1
The following is a quantum chemistry calculation of the molecule CH3O2P, from the Open Molecules 2025 dataset.

Each atom is followed by the atoms it is bonded to, with distances in Å.
Cartesian coordinates (Å):
1 C -0.24760 0.76452 -0.20788  P4 1.776, H5 1.075, H6 1.143, H7 1.045
2 O -0.17883 -1.85822 0.07740  O3 1.447, P4 1.615
3 O 1.08655 -1.41753 0.62296  O2 1.447, P4 1.626
4 P -0.22529 -0.53526 1.00260  C1 1.776, O2 1.615, O3 1.626
5 H 0.40387 1.50141 0.22720  C1 1.075
6 H -1.13690 1.23728 -0.74867  C1 1.143
7 H 0.29820 0.30779 -0.97361  C1 1.045

Values from the calculation:
F_max: 0.049 hartree/bohr
relative energy (zero: lowest compared OMol25 entry of this formula, charge and spin): 350.6 kJ/mol
frontier orbital gap: 0.377 hartree
spin multiplicity: 1
total energy: -14466.1695 eV
HOMO: -0.3662 hartree
LUMO: 0.3 eV

No. 2
The following is a quantum chemistry calculation of a cluster of 2 separate species, C12H27N3O4 in total, from the Open Molecules 2025 dataset.

Each atom is followed by the atoms it is bonded to, with distances in Å.
Cartesian coordinates (Å):
1 C -3.93903 0.53132 -0.22710  C2 1.539, C3 1.548, H15 1.096, N40 1.451
2 C -3.28114 -0.23720 -1.38633  C1 1.539, O43 1.204, O44 1.347
3 C -3.07982 0.39285 1.05329  C1 1.548, C4 1.533, C5 1.535, H16 1.099
4 C -2.79585 -1.07569 1.39115  C3 1.533, H17 1.097, H18 1.093, H19 1.097
5 C -1.79082 1.22106 0.96216  C3 1.535, C6 1.528, H20 1.096, H21 1.097
6 C -0.98403 1.23967 2.25914  C5 1.528, H22 1.094, H23 1.097, H24 1.095
7 C 2.04547 -1.42148 0.29989  C8 1.541, C9 1.533, H28 1.100, N41 1.471
8 C 3.24906 -2.09226 -0.39062  C7 1.541, O45 1.207, O46 1.335
9 C 2.14628 0.10782 0.31352  C7 1.533, C10 1.529, H29 1.095, H30 1.101
10 C 1.91104 0.76351 -1.04798  C9 1.529, C11 1.531, H31 1.095, H32 1.100
11 C 1.93788 2.29465 -1.03058  C10 1.531, C12 1.530, H33 1.097, H34 1.101
12 C 3.30430 2.92214 -0.74721  C11 1.530, H35 1.104, H36 1.097, N42 1.465
13 H -5.95718 0.23113 -0.71610  N40 1.011
14 H -5.44946 -0.66028 0.61509  N40 1.012
15 H -3.91948 1.58408 -0.53173  C1 1.096
16 H -3.70106 0.82023 1.85302  C3 1.099
17 H -2.09841 -1.51864 0.66902  C4 1.097
18 H -2.35061 -1.16913 2.38510  C4 1.093
19 H -3.70512 -1.69014 1.39600  C4 1.097
20 H -1.17612 0.84476 0.13623  C5 1.096
21 H -2.06174 2.25030 0.69497  C5 1.097
22 H -0.56930 0.25571 2.49924  C6 1.094
23 H -1.60168 1.56024 3.10714  C6 1.097
24 H -0.14161 1.93458 2.17881  C6 1.095
25 H -4.69072 -1.46789 -1.20979  O44 0.970
26 H 0.91889 -1.98402 1.93364  N41 1.015
27 H 2.43140 -1.50471 2.31234  N41 1.018
28 H 1.16960 -1.72108 -0.29430  C7 1.100
29 H 3.11715 0.41780 0.71398  C9 1.095
30 H 1.38988 0.47956 1.02150  C9 1.101
31 H 2.65802 0.38970 -1.75610  C10 1.095
32 H 0.93125 0.43953 -1.43017  C10 1.100
33 H 1.59988 2.65304 -2.01019  C11 1.097
34 H 1.20916 2.67814 -0.29981  C11 1.101
35 H 3.30173 3.96087 -1.12221  C12 1.104
36 H 4.06921 2.38273 -1.31954  C12 1.097
37 H 3.04536 3.43592 1.21066  N42 1.017
38 H 4.60240 3.19184 0.81060  N42 1.016
39 H 3.00138 -3.37010 0.93030  O46 0.985
40 N -5.31644 0.17857 0.06453  C1 1.451, H13 1.011, H14 1.012
41 N 1.88683 -2.02830 1.63043  C7 1.471, H26 1.015, H27 1.018
42 N 3.66178 2.83313 0.67072  C12 1.465, H37 1.017, H38 1.016
43 O -2.27145 0.12885 -1.93089  C2 1.204
44 O -3.88895 -1.38352 -1.74952  C2 1.347, H25 0.970
45 O 3.81995 -1.62901 -1.34737  C8 1.207
46 O 3.59194 -3.26462 0.14863  C8 1.335, H39 0.985

Values from the calculation:
F_max: 0.011 hartree/bohr
relative energy (zero: lowest compared OMol25 entry of this formula, charge and spin): 38.6 kJ/mol
frontier orbital gap: 0.354 hartree
spin multiplicity: 1
total energy: -25543.5514 eV
HOMO: -0.3385 hartree
LUMO: 0.4 eV

No. 3
The following is a quantum chemistry calculation of the molecule C11H17NO2, from the Open Molecules 2025 dataset.

Each atom is followed by the atoms it is bonded to, with distances in Å.
Cartesian coordinates (Å):
1 C 2.62534 2.36565 0.77170  C2 1.488, H29 1.088, H30 1.091, H31 1.086
2 C 2.32014 1.10650 0.03985  C1 1.488, C3 1.363, O6 1.352
3 C 2.43326 0.77034 -1.27573  C2 1.363, C4 1.417, H28 1.071
4 C 2.01731 -0.58034 -1.38042  C3 1.417, C5 1.362, H27 1.070
5 C 1.67757 -0.97479 -0.12177  C4 1.362, O6 1.354, C7 1.492
6 O 1.86121 0.04843 0.74513  C2 1.352, C5 1.354
7 C 1.12930 -2.25768 0.40815  C5 1.492, N8 1.456, H25 1.093, H26 1.105
8 N -0.30615 -2.34825 0.17962  C7 1.456, H9 1.012, C10 1.453
9 H -0.62971 -3.27428 0.42919  N8 1.012
10 C -1.08353 -1.32273 0.85469  N8 1.453, C11 1.544, H23 1.092, H24 1.100
11 C -1.45327 -0.17683 -0.11104  C10 1.544, C12 1.538, O18 1.427, H22 1.096
12 C -1.47285 1.20701 0.56056  C11 1.538, H13 1.087, C14 1.526, H21 1.092
13 H -0.54613 1.74969 0.39166  C12 1.087
14 C -2.68649 1.88113 -0.07284  C12 1.526, H15 1.088, C16 1.527, H20 1.090
15 H -3.13258 2.64624 0.55849  C14 1.088
16 C -3.60305 0.67808 -0.28102  C14 1.527, H17 1.092, O18 1.411, H19 1.102
17 H -4.34158 0.81681 -1.07284  C16 1.092
18 O -2.75312 -0.38126 -0.66330  C11 1.427, C16 1.411
19 H -4.12817 0.43044 0.65518  C16 1.102
20 H -2.42047 2.31759 -1.03587  C14 1.090
21 H -1.62669 1.09703 1.63581  C12 1.092
22 H -0.74832 -0.20066 -0.95007  C11 1.096
23 H -2.01760 -1.75198 1.22346  C10 1.092
24 H -0.52917 -0.91080 1.71114  C10 1.100
25 H 1.59937 -3.09320 -0.11618  C7 1.093
26 H 1.38916 -2.31657 1.48094  C7 1.105
27 H 1.97215 -1.17536 -2.26891  C4 1.070
28 H 2.77093 1.40288 -2.07130  C3 1.071
29 H 1.87920 2.54118 1.54422  C1 1.088
30 H 3.60130 2.30323 1.25433  C1 1.091
31 H 2.63438 3.20277 0.07952  C1 1.086

Values from the calculation:
F_max: 0.020 hartree/bohr
relative energy (zero: lowest compared OMol25 entry of this formula, charge and spin): 133.1 kJ/mol
frontier orbital gap: 0.337 hartree
spin multiplicity: 1
total energy: -17266.9129 eV
HOMO: -0.3020 hartree
LUMO: 0.9 eV

No. 4
The following is a quantum chemistry calculation of a cluster of 8 separate species, C32H84N4O16 in total, from the Open Molecules 2025 dataset.

Each atom is followed by the atoms it is bonded to, with distances in Å.
Cartesian coordinates (Å):
1 C 21.68539 21.54270 9.42936  C2 1.506, O4 1.478, H5 1.090, H6 1.090
2 C 21.98928 20.06777 9.46978  C1 1.506, O3 1.438, H7 1.090, H8 1.090
3 O 20.84791 19.22855 9.22425  C2 1.438, H9 0.960
4 O 20.65862 21.72430 10.47684  C1 1.478, H10 0.960
5 H 21.18270 21.83053 8.50602  C1 1.090
6 H 22.54495 22.21273 9.41124  C1 1.090
7 H 22.42646 19.71123 10.40244  C2 1.090
8 H 22.72624 19.79043 8.71608  C2 1.090
9 H 21.07780 18.29925 9.29604  O3 0.960
10 H 19.94136 21.08743 10.51594  O4 0.960
11 C 21.80640 17.38957 5.83939  C12 1.553, O14 1.431, H15 1.090, H16 1.090
12 C 21.50810 15.88573 6.08705  C11 1.553, O13 1.422, H17 1.090, H18 1.090
13 O 20.86065 15.30449 4.96190  C12 1.422, H19 0.960
14 O 22.64808 17.42845 4.68240  C11 1.431, H20 0.960
15 H 22.12991 17.94107 6.72216  C11 1.090
16 H 20.95391 18.01050 5.56404  C11 1.090
17 H 20.98961 15.97903 7.04129  C12 1.090
18 H 22.34412 15.20774 6.25876  C12 1.090
19 H 20.44642 14.50674 5.29897  O13 0.960
20 H 22.17352 16.85779 4.07352  O14 0.960
21 C 24.55551 15.79561 10.59100  C22 1.630, O24 1.410, H25 1.090, H26 1.090
22 C 23.00226 16.28821 10.62284  C21 1.630, O23 1.464, H27 1.090, H28 1.090
23 O 22.53431 16.39699 9.23991  C22 1.464, H29 0.960
24 O 25.46574 16.69658 10.00234  C21 1.410, H30 0.960
25 H 24.53871 14.81142 10.12283  C21 1.090
26 H 24.85518 15.48930 11.59323  C21 1.090
27 H 22.91613 17.28769 11.04913  C22 1.090
28 H 22.46031 15.70191 11.36489  C22 1.090
29 H 22.35419 15.57841 8.77183  O23 0.960
30 H 25.19297 16.90476 9.10576  O24 0.960
31 C 27.29611 18.46896 6.58787  C32 1.536, O34 1.332, H35 1.090, H36 1.090
32 C 26.33669 17.34199 6.17782  C31 1.536, O33 1.389, H37 1.090, H38 1.090
33 O 25.91087 17.34582 4.85618  C32 1.389, H39 0.960
34 O 26.71771 19.66850 6.59743  C31 1.332, H40 0.960
35 H 28.08154 18.45652 5.83220  C31 1.090
36 H 27.84903 18.30405 7.51263  C31 1.090
37 H 25.38496 17.50906 6.68219  C32 1.090
38 H 26.76855 16.36609 6.39966  C32 1.090
39 H 24.95108 17.33889 4.87485  O33 0.960
40 H 26.84189 20.01148 5.70944  O34 0.960
41 C 23.98679 19.92162 3.00614  O42 1.417, H50 1.090, H51 1.090, H52 1.090
42 O 23.03219 20.96857 2.99587  C41 1.417, C43 1.478
43 C 21.62827 20.60176 2.71490  O42 1.478, C44 1.566, H53 1.090, H54 1.090
44 C 20.70327 21.84973 2.90991  C43 1.566, N45 1.478, H55 1.090, H56 1.090
45 N 21.23470 23.17976 2.54372  C44 1.478, C46 1.501, H57 1.010
46 C 21.50845 23.34014 1.07667  N45 1.501, C47 1.537, H58 1.090, H59 1.090
47 C 20.30489 23.65103 0.17208  C46 1.537, O48 1.446, H60 1.090, H61 1.090
48 O 19.45879 22.50561 -0.07879  C47 1.446, C49 1.406
49 C 18.14473 22.90892 -0.37208  O48 1.406, H62 1.090, H63 1.090, H64 1.090
50 H 23.85003 19.38145 3.94295  C41 1.090
51 H 24.97888 20.37160 2.96903  C41 1.090
52 H 23.96674 19.23969 2.15604  C41 1.090
53 H 21.28814 19.88490 3.46224  C43 1.090
54 H 21.45353 20.22513 1.70707  C43 1.090
55 H 20.67509 21.77573 3.99703  C44 1.090
56 H 19.69470 21.73699 2.51220  C44 1.090
57 H 22.10798 23.25551 3.04546  N45 1.010
58 H 21.93954 22.41119 0.70341  C46 1.090
59 H 22.05939 24.24828 0.83207  C46 1.090
60 H 20.82071 23.87413 -0.76187  C47 1.090
61 H 19.71229 24.50532 0.49936  C47 1.090
62 H 17.60804 21.99927 -0.64153  C49 1.090
63 H 18.02223 23.67892 -1.13378  C49 1.090
64 H 17.65725 23.29749 0.52205  C49 1.090
65 C 23.68409 12.07943 4.97810  O66 1.352, H74 1.090, H75 1.090, H76 1.090
66 O 23.00048 11.27967 5.82661  C65 1.352, C67 1.478
67 C 23.34166 9.84417 5.74916  O66 1.478, C68 1.526, H77 1.090, H78 1.090
68 C 22.42879 8.90855 6.53689  C67 1.526, N69 1.424, H79 1.090, H80 1.090
69 N 22.76119 7.52421 6.50687  C68 1.424, C70 1.502, H81 1.010
70 C 24.18947 7.05931 6.49853  N69 1.502, C71 1.506, H82 1.090, H83 1.090
71 C 24.22217 5.62043 6.94324  C70 1.506, O72 1.363, H84 1.090, H85 1.090
72 O 23.46090 5.23825 8.00699  C71 1.363, C73 1.442
73 C 23.97053 5.64274 9.29386  O72 1.442, H86 1.090, H87 1.090, H88 1.090
74 H 23.43942 11.82697 3.94635  C65 1.090
75 H 24.76209 11.91932 4.99768  C65 1.090
76 H 23.56424 13.16062 5.04711  C65 1.090
77 H 24.38728 9.71191 6.02718  C67 1.090
78 H 23.22525 9.31903 4.80112  C67 1.090
79 H 21.42881 9.02248 6.11837  C68 1.090
80 H 22.48163 9.09134 7.61015  C68 1.090
81 H 22.61959 7.02540 7.37361  N69 1.010
82 H 24.77877 7.65464 7.19596  C70 1.090
83 H 24.65158 7.09006 5.51182  C70 1.090
84 H 25.22296 5.25956 7.18051  C71 1.090
85 H 23.86484 4.96417 6.14968  C71 1.090
86 H 23.37351 5.32854 10.14998  C73 1.090
87 H 24.07474 6.72351 9.38966  C73 1.090
88 H 24.95345 5.20203 9.46041  C73 1.090
89 C 18.42676 20.95207 6.30614  O90 1.465, H98 1.090, H99 1.090, H100 1.090
90 O 18.56812 22.38013 6.59931  C89 1.465, C91 1.408
91 C 17.59783 22.94964 7.44566  O90 1.408, C92 1.581, H101 1.090, H102 1.090
92 C 18.04260 24.45489 7.63410  C91 1.581, N93 1.510, H103 1.090, H104 1.090
93 N 17.60545 25.45894 6.59509  C92 1.510, C94 1.545, H105 1.010
94 C 18.42738 26.76716 6.63131  N93 1.545, C95 1.552, H106 1.090, H107 1.090
95 C 19.83743 26.54719 6.02202  C94 1.552, O96 1.414, H108 1.090, H109 1.090
96 O 19.70921 26.30974 4.63391  C95 1.414, C97 1.444
97 C 20.92410 25.76476 4.07392  O96 1.444, H110 1.090, H111 1.090, H112 1.090
98 H 18.19727 20.32087 7.16465  C89 1.090
99 H 19.34980 20.50095 5.94201  C89 1.090
100 H 17.69717 20.69082 5.53963  C89 1.090
101 H 17.62398 22.40004 8.38659  C91 1.090
102 H 16.61012 22.87743 6.99035  C91 1.090
103 H 19.11603 24.29302 7.73241  C92 1.090
104 H 17.74435 24.70807 8.65148  C92 1.090
105 H 17.69609 24.96648 5.71795  N93 1.010
106 H 18.49269 27.24115 7.61068  C94 1.090
107 H 17.91538 27.47609 5.98063  C94 1.090
108 H 20.34630 25.66581 6.41233  C95 1.090
109 H 20.47099 27.41239 6.21726  C95 1.090
110 H 20.97561 25.78089 2.98525  C97 1.090
111 H 21.25993 24.83661 4.53635  C97 1.090
112 H 21.66299 26.53561 4.29286  C97 1.090
113 C 16.71792 12.95507 12.48529  O114 1.418, H122 1.090, H123 1.090, H124 1.090
114 O 17.73601 13.51996 11.67620  C113 1.418, C115 1.438
115 C 17.97326 14.88074 12.07740  O114 1.438, C116 1.539, H125 1.090, H126 1.090
116 C 19.00931 15.43817 11.08487  C115 1.539, N117 1.499, H127 1.090, H128 1.090
117 N 18.39299 15.77347 9.76019  C116 1.499, C118 1.469, H129 1.010
118 C 17.74064 14.69171 9.01108  N117 1.469, C119 1.585, H130 1.090, H131 1.090
119 C 18.77148 13.55128 8.62634  C118 1.585, O120 1.432, H132 1.090, H133 1.090
120 O 20.01985 14.05438 8.13800  C119 1.432, C121 1.394
121 C 20.92757 13.01759 7.93000  O120 1.394, H134 1.090, H135 1.090, H136 1.090
122 H 15.75791 13.43144 12.28639  C113 1.090
123 H 16.92627 13.04629 13.55130  C113 1.090
124 H 16.76924 11.92297 12.13856  C113 1.090
125 H 18.62521 14.84891 12.95035  C115 1.090
126 H 17.10840 15.53993 12.15209  C115 1.090
127 H 19.84094 14.76846 10.86578  C116 1.090
128 H 19.55733 16.30479 11.45466  C116 1.090
129 H 19.05989 16.26549 9.18290  N117 1.010
130 H 17.25899 14.98972 8.07978  C118 1.090
131 H 16.77950 14.44506 9.46214  C118 1.090
132 H 18.30007 12.97126 7.83297  C119 1.090
133 H 19.04040 12.96712 9.50643  C119 1.090
134 H 21.01862 12.51982 8.89541  C121 1.090
135 H 21.97654 13.18189 7.68352  C121 1.090
136 H 20.55295 12.32938 7.17229  C121 1.090

Values from the calculation:
F_max: 0.077 hartree/bohr
frontier orbital gap (spin up / spin down): 0.256 / 0.070 hartree
spin multiplicity: 2
total charge: +1
total energy: -73244.9059 eV
HOMO (spin up / spin down): -0.3588 / -0.3588 hartree
LUMO (spin up / spin down): -2.8 / -7.9 eV

Question: Number 3 is which compound?
Answer: C11H17NO2

Question: The lowest F_max belongs to which entry?
Answer: C12H27N3O4